# 1
Molecular formula: C15H32N4Si2Sn
Method: DFT, ωB97M-V with the def2-TZVPD basis set

Geometry (Å):
Sn  0.030  1.113  -0.801
N  -0.287  1.166  1.595
C  0.489  2.109  2.454
C  0.107  3.565  2.232
C  0.424  4.119  0.851
N  -0.612  3.698  -0.120
H  -1.276  1.312  1.788
H  -0.090  0.217  1.909
H  1.547  1.957  2.245
H  0.319  1.872  3.506
H  0.643  4.153  2.977
H  -0.961  3.703  2.433
H  1.394  3.740  0.510
H  0.500  5.206  0.906
H  -0.485  4.215  -0.987
H  -1.519  4.000  0.230
C  3.224  0.447  -2.265
Si  3.183  -0.573  -0.677
C  3.450  0.503  0.847
C  4.418  -1.976  -0.763
N  1.398  -0.878  -0.546
C  0.743  -1.981  -0.480
C  1.364  -3.292  -0.405
C  0.632  -4.413  -0.336
C  -0.818  -4.359  -0.353
C  -1.476  -3.191  -0.423
C  -0.775  -1.926  -0.479
N  -1.359  -0.778  -0.542
Si  -3.158  -0.496  -0.549
C  -3.917  -1.290  -2.065
C  -3.240  1.384  -0.700
C  -3.840  -1.062  1.108
H  4.258  0.610  -2.574
H  2.770  1.433  -2.137
H  2.717  -0.064  -3.086
H  4.514  0.690  0.997
H  3.069  0.024  1.752
H  2.959  1.473  0.729
H  5.404  -1.535  -0.929
H  4.234  -2.664  -1.590
H  4.479  -2.546  0.166
H  2.442  -3.335  -0.395
H  1.118  -5.377  -0.269
H  -1.372  -5.288  -0.308
H  -2.556  -3.175  -0.443
H  -3.401  -0.982  -2.976
H  -4.959  -0.975  -2.153
H  -3.910  -2.380  -2.027
H  -2.708  1.743  -1.589
H  -2.848  1.906  0.178
H  -4.277  1.704  -0.815
H  -3.857  -2.148  1.202
H  -4.869  -0.715  1.224
H  -3.260  -0.665  1.944

Values from the calculation:
Gap between HOMO and LUMO = 7.1 eV
E_LUMO = -0.29848 Ha
Spin multiplicity = 1
Total charge = +2

---

# 2
Molecular formula: C15H32NO2PSSiSn
Method: DFT, ωB97M-V with the def2-TZVPD basis set

Geometry (Å):
Sn  0.041  0.155  0.268
Si  2.757  0.478  -0.678
P  -0.510  0.545  -2.479
N  -1.156  -1.452  -0.014
H  1.753  -0.162  0.498
C  -2.303  0.648  -2.846
H  -2.473  0.766  -3.932
H  -2.716  1.501  -2.286
H  -2.800  -0.259  -2.482
C  0.078  1.973  -3.455
H  -0.291  1.882  -4.488
H  1.173  2.008  -3.463
H  -0.301  2.906  -3.019
C  0.057  -0.835  -3.552
H  -0.288  -0.666  -4.589
H  -0.336  -1.793  -3.187
H  1.153  -0.890  -3.537
C  3.203  2.247  -0.205
H  2.607  2.599  0.657
H  3.058  2.914  -1.081
H  4.270  2.170  0.079
H  3.660  -0.576  -0.068
H  2.642  0.303  -2.195
C  -0.844  -2.720  -0.212
C  -1.537  -5.110  -0.245
C  -1.839  -3.757  -0.050
C  0.465  -3.179  -0.644
C  0.735  -4.520  -0.871
C  -0.256  -5.503  -0.688
H  -2.287  -5.888  -0.081
H  -2.832  -3.474  0.243
H  1.240  -2.426  -0.778
H  1.734  -4.816  -1.200
H  -0.013  -6.556  -0.880
C  -2.118  3.008  0.511
O  -2.612  2.106  -0.122
C  -2.057  2.999  2.046
H  -1.165  3.576  2.314
H  -1.957  1.937  2.366
H  -2.967  3.459  2.412
C  -1.327  4.153  -0.086
H  -1.826  4.646  -0.913
H  -0.392  3.762  -0.461
H  -1.095  4.919  0.657
C  1.840  -1.382  4.143
S  0.119  -0.794  3.895
C  0.284  0.768  4.791
O  0.000  -0.393  2.431
H  2.004  -1.718  5.168
H  2.497  -0.539  3.934
H  1.993  -2.219  3.469
H  1.264  1.213  4.575
H  -0.528  1.428  4.474
H  0.200  0.560  5.855

Values from the calculation:
Energy above the lowest of the compared OMol25 structures with the same formula, charge and spin = 1.001 eV
Gap between HOMO and LUMO = 5.0 eV
E_LUMO = -0.00416 Ha
Spin multiplicity = 1
Total charge = 0

---

# 3
Molecular formula: C15H33ClIO2P2Tm
Method: DFT, ωB97M-V with the def2-TZVPD basis set

Geometry (Å):
C  0.377  3.187  -0.405
C  -1.092  3.147  -0.697
H  0.534  3.844  0.473
H  0.957  3.567  -1.264
H  0.706  2.156  -0.117
O  -1.963  2.954  0.154
I  -2.409  -0.379  -2.265
Tm  0.555  -0.982  -1.600
P  -1.703  3.436  -2.430
C  -3.435  3.039  -2.235
C  -1.355  5.158  -2.780
H  0.245  2.383  -3.470
H  -1.046  2.843  -4.646
H  -1.214  1.390  -3.620
C  -0.843  2.437  -3.626
H  -0.285  5.316  -2.968
H  -1.928  5.425  -3.673
H  -4.048  3.701  -2.845
H  -3.701  3.120  -1.174
H  -1.656  5.792  -1.942
H  -3.586  1.983  -2.509
C  -1.001  -0.197  0.136
O  -1.814  0.366  0.823
Cl  2.345  0.596  -2.175
C  -1.776  -3.096  0.693
C  -0.794  -2.587  1.753
C  -0.137  -3.769  2.489
P  0.368  -1.343  1.094
C  1.061  -0.143  2.308
C  1.195  -0.774  3.702
C  2.368  0.510  1.819
C  1.697  -2.202  0.090
C  2.752  -2.797  1.044
C  1.276  -3.279  -1.020
H  -1.308  -3.714  -0.085
H  -2.309  -2.287  0.191
H  -2.534  -3.703  1.204
H  -1.366  -1.990  2.494
H  0.363  -4.469  1.805
H  0.585  -3.439  3.243
H  -0.944  -4.305  3.015
H  0.294  0.654  2.363
H  1.915  -1.610  3.693
H  1.526  0.005  4.405
H  0.225  -1.146  4.057
H  2.470  0.532  0.723
H  2.373  1.565  2.140
H  3.248  0.002  2.240
H  2.239  -1.347  -0.441
H  2.274  -3.578  1.645
H  3.546  -3.236  0.419
H  3.182  -2.025  1.698
H  0.523  -3.040  -1.864
H  2.198  -3.531  -1.576
H  0.851  -4.143  -0.488

Values from the calculation:
Expectation value of S² = 2.003
Energy above the lowest of the compared OMol25 structures with the same formula, charge and spin = 0.808 eV
Gap between HOMO and LUMO (alpha / beta) = 6.0 / 6.1 eV
E_LUMO (alpha / beta) = -0.26653 / -0.26380 Ha
Spin multiplicity = 3
Total charge = +2

---

| no. | electronic energy (eV) |
| --- | --- |
| 1 | -43610.5209 |
| 2 | -55486.7367 |
| 3 | -88900.5705 |